Entry 1:
ORCA calculation (wB97M-V/def2-TZVPD) on 8 unconnected molecules or ions with the total composition C22H58N2O8S7 in a non-equilibrium geometry.

The geometry in XYZ format:
```
97
Properties=species:S:1:pos:R:3
C 3.103 2.747 7.727
C 3.076 1.262 7.318
C 3.423 0.960 5.843
C 2.278 0.445 4.955
C 1.025 1.326 4.724
C -0.280 0.886 5.429
C -0.458 1.863 6.600
N -1.821 2.025 7.089
C 0.158 3.133 6.009
O -0.148 4.268 6.224
N 1.151 2.722 5.166
H 4.094 3.019 8.110
H 2.896 3.404 6.880
H 2.376 2.973 8.515
H 2.114 0.799 7.573
H 3.813 0.743 7.946
H 3.924 1.820 5.376
H 4.172 0.157 5.831
H 2.703 0.220 3.971
H 1.950 -0.521 5.367
H 0.841 1.351 3.645
H -0.318 -0.172 5.705
H -1.110 1.079 4.733
H 0.185 1.549 7.431
H -1.924 1.586 7.995
H -2.477 1.552 6.476
H 1.587 3.411 4.570
C 6.287 -0.754 -0.512
S 5.256 0.110 0.679
O 6.017 0.144 1.961
C 4.030 -1.181 0.859
H 7.156 -0.129 -0.708
H 6.600 -1.709 -0.090
H 5.719 -0.907 -1.431
H 4.538 -2.090 1.184
H 3.471 -1.361 -0.060
H 3.337 -0.853 1.629
C -0.042 -3.358 1.186
S 0.581 -3.483 -0.491
O 1.624 -2.409 -0.629
C -0.901 -2.891 -1.282
H 0.759 -3.652 1.863
H -0.356 -2.334 1.390
H -0.889 -4.039 1.284
H -1.096 -1.879 -0.931
H -1.725 -3.529 -0.966
H -0.768 -2.891 -2.361
C 0.083 0.626 -0.649
S -0.662 0.763 0.962
O -1.724 -0.293 1.040
C -1.506 2.318 0.665
H 0.641 -0.312 -0.686
H -0.715 0.621 -1.394
H 0.776 1.449 -0.828
H -2.168 2.204 -0.193
H -0.760 3.090 0.481
H -2.084 2.562 1.555
C -3.371 -2.338 2.565
S -4.376 -2.987 1.226
O -3.461 -3.775 0.353
C -4.610 -1.410 0.399
H -3.065 -3.184 3.179
H -2.497 -1.830 2.153
H -3.969 -1.650 3.163
H -3.633 -0.989 0.159
H -5.172 -0.740 1.050
H -5.174 -1.602 -0.512
C -3.301 -0.105 -5.356
S -2.623 -1.765 -5.489
O -2.120 -2.116 -4.128
C -1.181 -1.296 -6.449
H -4.196 -0.169 -4.740
H -2.567 0.545 -4.880
H -3.559 0.253 -6.353
H -0.601 -0.569 -5.879
H -1.507 -0.893 -7.407
H -0.594 -2.198 -6.609
C 3.696 3.054 -3.721
S 3.465 3.513 -2.001
O 2.352 2.658 -1.508
C 2.808 5.153 -2.324
H 4.068 2.032 -3.734
H 2.738 3.109 -4.236
H 4.427 3.719 -4.183
H 1.920 5.072 -2.950
H 3.576 5.754 -2.812
H 2.550 5.597 -1.365
C -3.972 -2.746 -10.906
S -4.687 -1.968 -9.456
O -3.642 -2.013 -8.395
C -5.843 -3.285 -9.070
H -3.181 -2.094 -11.269
H -3.558 -3.714 -10.625
H -4.738 -2.857 -11.673
H -5.292 -4.213 -8.921
H -6.564 -3.384 -9.882
H -6.357 -3.007 -8.153
```

Properties
**Total charge**: 0
**Orbital gap**: 8.58 eV
**HOMO**: -8.289 eV

Löwdin atomic charge list, values in e, 8 entries: -0.11, -0.25, -0.20, -0.14, -0.28, -0.08, -0.30, 0.06

Entry 2:
ORCA calculation (wB97M-V/def2-TZVPD) on 6 unconnected molecules or ions with the total composition C22H59N3O11 in a non-equilibrium geometry.

The geometry in XYZ format:
```
95
Properties=species:S:1:pos:R:3
C 0.722 3.081 -3.822
O -0.428 3.633 -4.225
C -1.031 4.572 -3.289
C -2.327 5.293 -3.911
N -2.901 6.368 -3.118
C -3.368 5.780 -1.847
C -4.143 6.801 -0.940
O -4.123 6.219 0.369
C -4.958 5.021 0.524
H 1.326 3.758 -3.218
H 1.337 2.819 -4.682
H 0.562 2.181 -3.227
H -0.268 5.337 -3.148
H -1.295 4.092 -2.346
H -3.010 4.488 -4.184
H -2.054 5.740 -4.867
H -3.712 6.697 -3.622
H -2.548 5.378 -1.252
H -4.072 5.015 -2.176
H -5.135 6.848 -1.389
H -3.646 7.771 -0.948
H -4.425 4.144 0.157
H -5.943 5.182 0.086
H -5.164 4.710 1.548
C -2.051 0.915 -1.758
O -2.136 -0.276 -0.957
C -1.713 -1.515 -1.606
C -1.201 -2.546 -0.604
N -1.424 -3.904 -1.114
C -0.598 -4.244 -2.278
C -0.788 -5.758 -2.683
O -0.099 -6.530 -1.665
C -0.457 -7.908 -1.934
H -3.040 1.368 -1.683
H -1.935 0.848 -2.839
H -1.263 1.520 -1.311
H -1.086 -1.320 -2.476
H -2.612 -1.940 -2.052
H -1.598 -2.522 0.410
H -0.127 -2.367 -0.552
H -1.222 -4.593 -0.404
H 0.444 -3.981 -2.097
H -0.872 -3.605 -3.118
H -0.366 -5.973 -3.665
H -1.852 -5.987 -2.743
H -0.420 -8.285 -2.956
H -1.471 -8.055 -1.563
H 0.038 -8.596 -1.247
C -1.397 -4.290 8.004
O -0.581 -4.050 6.881
C 0.764 -3.730 7.221
C 1.727 -3.830 6.048
N 1.430 -2.898 5.023
C 2.188 -3.202 3.806
C 1.539 -2.553 2.533
O 1.587 -1.141 2.680
C 1.160 -0.420 1.493
H -1.109 -5.221 8.492
H -2.360 -4.619 7.613
H -1.405 -3.404 8.639
H 1.035 -4.386 8.048
H 0.803 -2.723 7.636
H 1.755 -4.835 5.627
H 2.751 -3.780 6.416
H 0.444 -2.691 4.944
H 2.277 -4.253 3.530
H 3.222 -2.875 3.921
H 0.520 -2.899 2.356
H 2.114 -2.890 1.670
H 1.077 0.636 1.747
H 0.202 -0.801 1.139
H 1.903 -0.505 0.699
C 2.183 5.224 0.338
C 3.407 4.385 0.565
O 2.809 3.182 1.126
O 1.631 4.855 -0.942
H 2.480 6.271 0.384
H 1.521 5.126 1.198
H 4.064 4.725 1.366
H 3.958 4.135 -0.341
H 2.706 3.392 2.057
H 1.441 3.926 -0.790
C 3.189 -0.843 -2.669
C 3.580 -2.239 -2.095
O 4.957 -2.461 -2.086
O 2.879 0.199 -1.751
H 2.433 -1.054 -3.425
H 4.054 -0.431 -3.189
H 3.203 -2.905 -2.870
H 3.000 -2.604 -1.248
H 4.922 -3.419 -2.126
H 3.662 0.615 -1.382
O 1.271 2.097 -0.704
H 1.508 1.263 -1.111
H 1.948 2.243 -0.043
```

Properties
**Total charge**: 0
**SMILES**: COCCNCCOC.COCCNCCOC.COCCNCCOC.OCCO.OCCO.O
**Orbital gap**: 8.80 eV
**HOMO**: -8.365 eV

Löwdin atomic charge list, values in e, 8 entries: -0.18, -0.18, -0.14, -0.21, -0.07, -0.21, -0.19, -0.21

Entry 3:
ORCA calculation (wB97M-V/def2-TZVPD) on 7 unconnected molecules or ions with the total composition C22H60N2O11 in a non-equilibrium geometry.

The geometry in XYZ format:
```
95
Properties=species:S:1:pos:R:3
C -9.801 27.384 12.261
O -8.852 27.650 11.265
C -9.431 28.310 10.219
C -8.470 28.391 9.048
N -9.008 29.171 7.896
C -8.329 28.813 6.662
C -8.640 29.833 5.653
O -7.837 30.823 5.541
C -8.268 31.749 4.543
H -9.382 26.932 13.161
H -10.537 26.722 11.805
H -10.324 28.301 12.527
H -9.802 29.271 10.486
H -10.270 27.666 9.919
H -8.304 27.383 8.807
H -7.502 28.786 9.358
H -8.688 30.135 8.025
H -8.677 27.854 6.429
H -7.222 28.771 6.689
H -9.664 30.172 5.742
H -8.567 29.269 4.714
H -8.378 31.338 3.527
H -7.567 32.611 4.522
H -9.233 32.109 4.848
C -18.950 20.403 17.249
O -19.448 21.058 16.125
C -18.497 21.785 15.352
C -19.314 22.497 14.302
N -18.411 23.453 13.629
C -18.802 23.950 12.274
C -17.979 25.124 11.818
O -17.061 24.996 10.946
C -16.454 26.241 10.647
H -18.284 19.636 16.809
H -19.802 19.939 17.753
H -18.412 21.014 17.989
H -17.724 21.113 14.961
H -18.009 22.510 16.027
H -20.188 22.957 14.646
H -19.608 21.827 13.505
H -17.484 23.081 13.652
H -19.860 24.156 12.209
H -18.618 23.100 11.672
H -17.579 25.623 12.670
H -18.659 25.870 11.496
H -15.626 26.088 9.966
H -16.091 26.756 11.507
H -17.109 27.002 10.226
C -12.988 27.694 13.675
C -13.639 27.613 12.434
O -12.808 28.149 11.459
H -12.066 27.107 13.682
H -13.647 27.372 14.510
H -12.697 28.754 13.965
H -14.431 28.290 12.456
H -13.974 26.621 12.156
H -13.347 28.265 10.643
C -10.322 25.620 7.320
C -10.862 25.671 5.966
O -12.254 25.443 6.187
H -9.261 25.750 7.227
H -10.589 24.641 7.782
H -10.656 26.501 7.900
H -10.474 24.892 5.357
H -10.738 26.592 5.483
H -12.683 24.909 5.471
C -15.813 25.389 6.712
C -15.526 26.711 7.069
O -14.311 26.695 7.730
H -16.638 25.268 5.973
H -16.010 24.704 7.578
H -14.997 24.899 6.301
H -16.306 27.117 7.705
H -15.468 27.216 6.158
H -13.604 26.327 7.198
C -13.585 29.882 8.332
C -12.113 29.918 8.311
O -11.705 28.869 7.557
O -14.043 28.809 9.196
H -14.070 29.780 7.374
H -13.982 30.813 8.782
H -11.564 29.833 9.292
H -11.724 30.814 7.807
H -10.803 28.722 7.746
H -13.959 27.981 8.625
C -12.529 29.883 3.331
C -12.206 29.476 4.661
O -13.075 28.472 5.224
O -11.613 30.875 2.857
H -13.517 30.267 3.246
H -12.466 28.934 2.770
H -12.215 30.411 5.186
H -11.226 29.128 4.773
H -12.837 28.446 6.142
H -11.632 30.882 1.916
```

Properties
**Total charge**: 0
**SMILES**: COCCNCCOC.COCCNCCOC.OCCO.OCCO.CCO.CCO.CCO
**Orbital gap**: 8.79 eV
**HOMO**: -8.245 eV

Löwdin atomic charge list, values in e, 8 entries: -0.11, -0.16, -0.27, -0.15, -0.04, -0.19, -0.38, -0.13

Q: orbital gap of number 1 (C22H58N2O8S7)?
A: 8.58 eV